Entry 1:
Here is the ion C9H11N2 with charge +1 in a non-equilibrium geometry from the OMol25 dataset. Energies are from ωB97M-V/def2-TZVPD.

Calculated values
- total energy (hartree) = -458.67723
- gap between HOMO and LUMO (eV) = 8.34
- total charge = +1
- largest force on an atom (eV/Å) = 4.26
- ΔE to the lowest compared entry with this formula, charge and spin (kJ/mol) = 402.1
- LUMO energy (eV) = -5.23
- SMILES = Cc1cccccc[nH+]cn1

Each atom is followed by the atoms it is bonded to, with distances in Å.
Geometry (Å):
1 C 1.77756 -0.92471 -0.95721  C2 1.389, C3 1.464, H12 1.062
2 C 2.30581 -0.07619 0.00744  C1 1.389, C4 1.419, H13 1.153
3 C 0.61139 -1.79428 -0.79243  C1 1.464, C7 1.364, H14 1.083
4 C 1.61533 0.29251 1.19156  C2 1.419, C8 1.342, H15 1.108
5 C -0.36861 1.63991 -0.95774  N10 1.252, N11 1.387, H16 1.095
6 C -1.35496 -0.31788 -0.15428  C7 1.413, C9 1.515, N10 1.278
7 C -0.51386 -1.45205 -0.10152  C3 1.364, C6 1.413, H17 1.118
8 C 0.59720 1.16581 1.21526  C4 1.342, N11 1.462, H18 1.105
9 C -2.76886 -0.32753 0.38879  C6 1.515, H19 1.169, H20 1.091, H21 1.160
10 N -1.10860 0.63005 -0.97463  C5 1.252, C6 1.278
11 N 0.29724 2.12811 0.15684  C5 1.387, C8 1.462, H22 0.993
12 H 2.45389 -1.18624 -1.73351  C1 1.062
13 H 3.39161 0.24679 -0.20970  C2 1.153
14 H 1.00053 -2.80406 -0.81966  C3 1.083
15 H 1.82524 -0.27513 2.11909  C4 1.108
16 H 0.05352 2.07296 -1.87060  C5 1.095
17 H -1.11828 -2.38081 0.04900  C7 1.118
18 H -0.03048 1.37472 2.10018  C8 1.105
19 H -2.95859 0.78537 0.69084  C9 1.169
20 H -3.06144 -1.04247 1.15851  C9 1.091
21 H -3.59260 -0.58178 -0.38734  C9 1.160
22 H 0.94697 2.82690 -0.11886  N11 0.993



Entry 2:
Here is the ion C9H11N2O with charge +1 in a non-equilibrium geometry from the OMol25 dataset. Energies are from ωB97M-V/def2-TZVPD.

Calculated values
- total energy (hartree) = -533.94226
- gap between HOMO and LUMO (eV) = 7.36
- total charge = +1
- largest force on an atom (eV/Å) = 5.23
- ΔE to the lowest compared entry with this formula, charge and spin (kJ/mol) = 288.9
- LUMO energy (eV) = -5.62
- SMILES = C[C@H]1[NH+]=CN=C2C=CC=C[C@H]2O1

Each atom is followed by the atoms it is bonded to, with distances in Å.
Geometry (Å):
1 C -2.54281 -1.76270 -0.63923  C2 1.350, C3 1.426, H13 1.005
2 C -1.60467 -1.52100 0.30029  C1 1.350, C4 1.469, H14 1.075
3 C -2.67298 -0.86199 -1.73694  C1 1.426, C5 1.380, H15 1.021
4 C -0.70078 -0.36597 0.39005  C2 1.469, C6 1.522, O12 1.406, H16 1.114
5 C -1.86674 0.25780 -1.74210  C3 1.380, C6 1.397, H17 1.152
6 C -0.91042 0.58683 -0.77777  C4 1.522, C5 1.397, N10 1.331
7 C 0.80324 2.15669 -0.26869  N10 1.319, N11 1.329, H18 1.184
8 C 1.49686 0.10611 1.15907  C9 1.537, N11 1.485, O12 1.404, H19 1.146
9 C 2.92217 -0.43277 0.95740  C8 1.537, H20 1.017, H21 1.003, H22 1.148
10 N -0.29676 1.76362 -0.88232  C6 1.331, C7 1.319
11 N 1.53143 1.48980 0.62101  C7 1.329, C8 1.485, H23 0.999
12 O 0.62133 -0.81346 0.56065  C4 1.406, C8 1.404
13 H -3.11758 -2.58683 -0.60390  C1 1.005
14 H -1.59818 -2.35899 0.97326  C2 1.075
15 H -3.37301 -0.85743 -2.47967  C3 1.021
16 H -1.16493 0.30228 1.15165  C4 1.114
17 H -2.01507 0.94120 -2.65705  C5 1.152
18 H 1.16808 3.26926 -0.44473  C7 1.184
19 H 1.33144 0.44072 2.24273  C8 1.146
20 H 3.56247 0.35693 0.93864  C9 1.017
21 H 2.98906 -1.06465 0.18184  C9 1.003
22 H 3.23895 -1.18116 1.76817  C9 1.148
23 H 2.19891 2.13572 0.98766  N11 0.999



Entry 3:
Here is the ion C9H11N2O with charge +1 in a non-equilibrium geometry from the OMol25 dataset. Energies are from ωB97M-V/def2-TZVPD.

Calculated values
- total energy (hartree) = -533.92331
- gap between HOMO and LUMO (eV) = 7.45
- total charge = +1
- largest force on an atom (eV/Å) = 4.45
- ΔE to the lowest compared entry with this formula, charge and spin (kJ/mol) = 338.7
- LUMO energy (eV) = -5.48
- SMILES = C[C@H]1[NH+]=CN=C2C=CC=C[C@H]2O1

Each atom is followed by the atoms it is bonded to, with distances in Å.
Geometry (Å):
1 C -3.11543 -1.19739 -0.08758  C2 1.389, C3 1.413, H13 1.130
2 C -1.82772 -1.37876 0.40108  C1 1.389, C4 1.506, H14 1.146
3 C -3.54985 0.07964 -0.50979  C1 1.413, C5 1.341, H15 1.154
4 C -0.78214 -0.29624 0.36188  C2 1.506, C6 1.573, O12 1.499, H16 1.144
5 C -2.73207 1.14118 -0.45635  C3 1.341, C6 1.435, H17 1.152
6 C -1.33620 1.09297 -0.12557  C4 1.573, C5 1.435, N10 1.304
7 C 0.60335 2.26497 0.19731  N10 1.310, N11 1.351, H18 1.144
8 C 1.67196 -0.21335 0.12160  C9 1.552, N11 1.521, O12 1.385, H19 1.087
9 C 2.60857 -0.70784 -1.01240  C8 1.552, H20 1.091, H21 1.101, H22 1.118
10 N -0.69642 2.21712 0.03723  C6 1.304, C7 1.310
11 N 1.54395 1.29635 0.25258  C7 1.351, C8 1.521, H23 1.042
12 O 0.52948 -0.99508 0.16807  C4 1.499, C8 1.385
13 H -3.65498 -2.19063 -0.07148  C1 1.130
14 H -1.15044 -2.28143 0.59932  C2 1.146
15 H -4.60139 0.08790 -0.98540  C3 1.154
16 H -0.91066 -0.03156 1.46723  C4 1.144
17 H -3.18240 2.20090 -0.50470  C5 1.152
18 H 0.96896 3.33716 0.35814  C7 1.144
19 H 2.17404 -0.40971 1.06525  C8 1.087
20 H 1.95108 -1.04979 -1.81347  C9 1.091
21 H 3.25403 -1.55389 -0.73181  C9 1.101
22 H 3.34531 0.05181 -1.37179  C9 1.118
23 H 2.47645 1.67193 0.52538  N11 1.042



Entry 4:
Here is the molecule C9H11N2P in a non-equilibrium geometry from the OMol25 dataset. Energies are from ωB97M-V/def2-TZVPD.

Calculated values
- total energy (hartree) = -800.18315
- gap between HOMO and LUMO (eV) = 8.75
- largest force on an atom (eV/Å) = 5.29
- ΔE to the lowest compared entry with this formula, charge and spin (kJ/mol) = 520.9
- LUMO energy (eV) = -0.07
- SMILES = [H]/N=C1\CC#C[C@@H]2C1=NCC[C@H]2P

Each atom is followed by the atoms it is bonded to, with distances in Å.
Geometry (Å):
1 C -2.39628 -0.65150 1.19940  C2 1.237, C5 1.388
2 C -1.55503 0.25113 1.29261  C1 1.237, C8 1.538
3 C -0.51491 -0.52015 -0.68292  C4 1.520, C8 1.521, N10 1.265
4 C -1.76392 -1.35825 -0.90530  C3 1.520, C5 1.594, N11 1.250
5 C -2.65392 -1.72983 0.36381  C1 1.388, C4 1.594, H13 1.144, H14 1.220
6 C 2.11888 0.33579 0.20443  C7 1.529, C9 1.507, H15 1.129, H16 1.127
7 C 1.74504 -0.10712 -1.21084  C6 1.529, N10 1.437, H17 1.204, H18 1.144
8 C -0.43834 0.63266 0.30701  C2 1.538, C3 1.521, C9 1.550, H19 1.043
9 C 0.93757 0.84600 0.98876  C6 1.507, C8 1.550, P12 1.939, H20 1.154
10 N 0.55596 -0.91462 -1.22861  C3 1.265, C7 1.437
11 N -1.97407 -1.60713 -2.11218  C4 1.250, H21 1.104
12 P 1.03983 2.72745 1.44812  C9 1.939, H22 1.482, H23 1.409
13 H -2.39923 -2.74771 0.81945  C5 1.144
14 H -3.81494 -1.80336 -0.00518  C5 1.220
15 H 2.66563 -0.34663 0.91885  C6 1.129
16 H 2.90383 1.13660 0.09309  C6 1.127
17 H 1.51900 0.84149 -1.91709  C7 1.204
18 H 2.61163 -0.55312 -1.80960  C7 1.144
19 H -0.70266 1.58451 -0.02815  C8 1.043
20 H 1.06291 0.42571 2.05640  C9 1.154
21 H -2.90341 -2.18156 -2.27397  N11 1.104
22 H 1.78151 3.01973 0.19864  P12 1.482
23 H 2.17490 2.71992 2.28328  P12 1.409



Entry 5:
Here is the molecule C9H11N3 in a non-equilibrium geometry from the OMol25 dataset. Energies are from ωB97M-V/def2-TZVPD.

Calculated values
- total energy (hartree) = -513.75238
- gap between HOMO and LUMO (eV) = 8.43
- largest force on an atom (eV/Å) = 3.92
- ΔE to the lowest compared entry with this formula, charge and spin (kJ/mol) = 230.1
- LUMO energy (eV) = 0.74
- SMILES = CNC1=Nc2ccccc2CN1

Each atom is followed by the atoms it is bonded to, with distances in Å.
Geometry (Å):
1 C 3.55857 0.25921 -0.70007  H10 1.184, H11 1.117, H12 1.062, N21 1.412
2 C 1.40903 -0.64870 -0.27552  N21 1.386, N22 1.289, N23 1.442
3 C -0.51125 0.69982 -0.16534  C4 1.433, C8 1.327, N22 1.383
4 C -1.00364 2.01313 0.12740  C3 1.433, C5 1.364, H14 1.134
5 C -2.26065 2.20797 0.61968  C4 1.364, C6 1.384, H15 1.121
6 C -3.11463 1.12006 0.67875  C5 1.384, C7 1.394, H16 1.147
7 C -2.62734 -0.16559 0.44599  C6 1.394, C8 1.384, H17 1.115
8 C -1.27925 -0.32673 0.17726  C3 1.327, C7 1.384, C9 1.568
9 C -0.82005 -1.82572 0.15976  C8 1.568, H18 1.159, H19 1.173, N23 1.452
10 H 4.68255 0.04214 -0.39814  C1 1.184
11 H 2.90889 1.04407 -0.24171  C1 1.117
12 H 3.77705 0.49556 -1.71252  C1 1.062
13 H 3.17152 -1.68832 -0.07257  N21 1.000
14 H -0.24530 2.79712 -0.18221  C4 1.134
15 H -2.75643 3.11887 1.04444  C5 1.121
16 H -4.20634 1.36697 0.92935  C6 1.147
17 H -3.18993 -1.08876 0.17128  C7 1.115
18 H -1.06825 -2.21261 1.22405  C9 1.159
19 H -1.62616 -2.27809 -0.56305  C9 1.173
20 H 1.01736 -2.72053 -0.19183  N23 0.990
21 N 2.75659 -0.88540 -0.49986  C1 1.412, C2 1.386, H13 1.000
22 N 0.84218 0.50522 -0.37208  C2 1.289, C3 1.383
23 N 0.58547 -1.82970 -0.20305  C2 1.442, C9 1.452, H20 0.990



Entry 6:
Here is a cluster of 3 separate species, C9H11N3O2 in total in a non-equilibrium geometry from the OMol25 dataset. Energies are from ωB97M-V/def2-TZVPD.

Calculated values
- total energy (hartree) = -663.54270
- gap between HOMO and LUMO (spin up / spin down) (eV) = 8.01 / 7.71
- total charge = +2
- largest force on an atom (eV/Å) = 4.11
- ΔE to the lowest compared entry with this formula, charge and spin (kJ/mol) = 0.0
- LUMO energy (spin up / spin down) (eV) = -6.94 / -6.65

Each atom is followed by the atoms it is bonded to, with distances in Å.
Geometry (Å):
1 C 14.28945 0.48674 -1.51069  C2 1.461, C3 1.351, H15 1.090
2 C 14.05023 1.11010 -0.21123  C1 1.461, C4 1.343, H16 1.064
3 C 13.35741 -0.39307 -1.93757  C1 1.351, C5 1.416, H17 1.092
4 C 12.93332 0.93509 0.51365  C2 1.343, N12 1.412, H18 1.071
5 C 12.15716 -0.52659 -1.19762  C3 1.416, N12 1.326, H19 1.099
6 C -15.77547 -0.68176 -1.47294  O13 1.107, O14 1.189
7 C -13.18649 -0.64609 -0.25698  C8 1.557, H20 1.068, H21 1.116, H22 1.084
8 C -14.17348 -1.83502 -0.06786  C7 1.557, O14 1.473, H23 1.147, H24 1.133
9 C 10.83900 -0.31293 0.62338  N12 1.371, H25 1.092
10 N 9.67978 -3.85345 0.18566  N11 1.084
11 N 10.15991 -3.03642 -0.34080  N10 1.084
12 N 11.92458 0.14442 -0.07802  C4 1.412, C5 1.326, C9 1.371
13 O -16.18498 0.12898 -2.10658  C6 1.107
14 O -15.47645 -1.50725 -0.67064  C6 1.189, C8 1.473
15 H 15.29681 0.75079 -1.83214  C1 1.090
16 H 14.81097 1.68246 0.26337  C2 1.064
17 H 13.48032 -0.83119 -2.93052  C3 1.092
18 H 12.59051 1.41965 1.40471  C4 1.071
19 H 11.48307 -1.26802 -1.64910  C5 1.099
20 H -13.77109 0.24105 -0.15069  C7 1.068
21 H -12.41597 -0.66501 0.55026  C7 1.116
22 H -12.57653 -0.80918 -1.13868  C7 1.084
23 H -14.37541 -2.18093 1.00737  C8 1.147
24 H -13.85590 -2.74060 -0.67080  C8 1.133
25 H 10.27417 0.37638 1.25371  C9 1.092